{"formula": "C32H92N20O16", "method": "ωB97M-V/def2-TZVPD", "elements": ["C", "O", "C", "C", "N", "C", "C", "O", "C", "H", "H", "H", "H", "H", "H", "H", "H", "H", "H", "H", "H", "H", "H", "H", "C", "O", "C", "C", "N", "C", "C", "O", "C", "H", "H", "H", "H", "H", "H", "H", "H", "H", "H", "H", "H", "H", "H", "H", "C", "O", "C", "C", "N", "C", "C", "O", "C", "H", "H", "H", "H", "H", "H", "H", "H", "H", "H", "H", "H", "H", "H", "H", "C", "O", "C", "C", "N", "C", "C", "O", "C", "H", "H", "H", "H", "H", "H", "H", "H", "H", "H", "H", "H", "H", "H", "H", "N", "C", "N", "O", "H", "H", "H", "H", "N", "C", "N", "O", "H", "H", "H", "H", "N", "C", "N", "O", "H", "H", "H", "H", "N", "C", "N", "O", "H", "H", "H", "H", "N", "C", "N", "O", "H", "H", "H", "H", "N", "C", "N", "O", "H", "H", "H", "H", "N", "C", "N", "O", "H", "H", "H", "H", "N", "C", "N", "O", "H", "H", "H", "H"], "positions_angstrom": [[-0.1182, -19.8566, 9.1867], [-1.0373, -20.9527, 9.1200], [-1.4437, -21.3501, 10.3800], [-2.7756, -22.1605, 10.2251], [-3.9717, -21.4897, 9.9683], [-3.8894, -20.6923, 8.7815], [-5.3124, -20.2797, 8.3645], [-5.5558, -18.9017, 8.4846], [-6.9334, -18.5302, 8.2029], [0.8810, -20.1596, 9.4996], [-0.4541, -18.9635, 9.7135], [-0.0938, -19.6109, 8.1251], [-1.8363, -20.4035, 10.7513], [-0.7687, -21.8086, 11.1027], [-2.7720, -22.7860, 11.1177], [-2.5314, -22.9167, 9.4791], [-4.6355, -22.2482, 9.9034], [-3.3355, -21.0253, 7.9037], [-3.3258, -19.8081, 9.0794], [-6.0993, -20.8728, 8.8305], [-5.3647, -20.4342, 7.2868], [-7.0747, -17.4497, 8.2270], [-7.5078, -19.0240, 8.9867], [-7.4099, -18.9218, 7.3042], [-8.3189, -15.2125, 6.3963], [-7.5924, -14.6147, 5.3261], [-6.2732, -15.1279, 5.1160], [-5.4206, -14.3013, 4.1548], [-4.8957, -13.1327, 4.6636], [-4.8149, -12.0695, 3.6710], [-3.6490, -12.2048, 2.6295], [-2.4822, -11.5209, 3.1120], [-2.1396, -10.3035, 2.4613], [-8.0535, -14.7591, 7.3513], [-8.2928, -16.3001, 6.3280], [-9.3906, -15.0340, 6.4838], [-6.4027, -16.1376, 4.7263], [-5.7809, -15.1117, 6.0884], [-6.0459, -14.0834, 3.2890], [-4.6425, -14.9802, 3.8060], [-5.4090, -12.8335, 5.4804], [-4.6499, -11.1476, 4.2286], [-5.7108, -11.9680, 3.0585], [-3.8751, -11.7967, 1.6444], [-3.4065, -13.2335, 2.3628], [-3.0810, -9.7889, 2.2688], [-1.5817, -10.5113, 1.5482], [-1.5271, -9.6879, 3.1201], [1.9489, -5.6745, 11.7924], [1.7464, -7.0473, 12.0146], [2.1095, -7.8702, 10.9146], [1.0001, -7.8705, 9.8642], [-0.1787, -8.5868, 10.2966], [-0.0173, -10.0524, 10.1910], [-1.4639, -10.4945, 10.1588], [-2.1564, -10.0528, 9.0489], [-3.4976, -10.4847, 8.9657], [1.1113, -5.0172, 12.0258], [2.2649, -5.3389, 10.8047], [2.8223, -5.4423, 12.4019], [2.3889, -8.7972, 11.4152], [3.0318, -7.4889, 10.4762], [1.3851, -8.1948, 8.8974], [0.6946, -6.8491, 9.6376], [-0.9649, -8.3112, 9.7256], [0.4956, -10.5457, 11.0167], [0.3981, -10.4199, 9.2527], [-2.0194, -10.1105, 11.0144], [-1.4666, -11.5840, 10.1922], [-3.9008, -10.0052, 8.0737], [-4.1662, -10.1667, 9.7657], [-3.4343, -11.5716, 8.9143], [1.3482, -16.2677, -0.3268], [0.5921, -15.5122, 0.6174], [1.2352, -14.9367, 1.7386], [0.3487, -14.7264, 2.9285], [-0.1359, -15.8996, 3.6242], [-1.0163, -16.7101, 2.7359], [-1.7951, -17.5850, 3.7222], [-2.5736, -16.7611, 4.6044], [-3.1600, -17.4141, 5.8011], [2.1653, -15.6376, -0.6778], [0.6325, -16.2857, -1.1488], [1.6353, -17.2685, -0.0040], [1.8787, -14.0902, 1.4986], [1.9440, -15.6902, 2.0819], [-0.4898, -14.0696, 2.6969], [0.8870, -14.2331, 3.7378], [-0.5825, -15.5587, 4.4636], [-0.4829, -17.3964, 2.0781], [-1.5940, -15.9961, 2.1489], [-1.2091, -18.2127, 4.3935], [-2.4212, -18.2320, 3.1076], [-2.4451, -18.0431, 6.3315], [-4.0198, -18.0711, 5.6704], [-3.4413, -16.6633, 6.5394], [-7.5997, -11.9753, 6.9414], [-6.5686, -11.1252, 7.0058], [-6.9757, -9.8951, 7.0736], [-5.4739, -11.4815, 6.8571], [-7.4085, -12.9284, 6.6672], [-8.5262, -11.7256, 7.2564], [-6.3628, -9.0943, 7.1294], [-7.9555, -9.7614, 7.2793], [-5.3754, -18.6561, 11.5205], [-4.8145, -18.9812, 12.6035], [-4.0124, -19.9650, 12.4846], [-5.1192, -18.5130, 13.7009], [-6.0269, -17.8889, 11.4364], [-5.1806, -19.1239, 10.6468], [-3.6619, -20.4082, 13.3217], [-3.9170, -20.2248, 11.5132], [-2.3790, -16.5593, 10.9151], [-2.3517, -15.7410, 9.8795], [-1.8338, -14.5728, 10.0601], [-2.8807, -16.0451, 8.8347], [-2.7202, -17.5014, 10.7880], [-2.0232, -16.2177, 11.7965], [-1.6586, -14.0391, 9.2207], [-1.6954, -14.3391, 11.0329], [-9.3352, -15.1416, 10.3756], [-8.8775, -16.1935, 10.9301], [-9.7332, -16.7312, 11.8070], [-7.7479, -16.6168, 10.8152], [-8.5875, -14.5462, 10.0489], [-10.2830, -14.8840, 10.6110], [-9.4474, -17.6028, 12.2298], [-10.5902, -16.2262, 11.9819], [-1.7419, -12.1126, 6.1600], [-1.6058, -13.2353, 6.7309], [-2.5470, -14.0516, 6.3622], [-0.7381, -13.5585, 7.5463], [-1.0814, -11.3520, 6.2338], [-2.3854, -11.9368, 5.4016], [-3.2662, -13.7692, 5.7117], [-2.3451, -15.0132, 6.5960], [-5.6778, -15.4535, 9.4832], [-5.7513, -14.1418, 9.1130], [-4.6984, -13.7621, 8.4646], [-6.7366, -13.4041, 9.3266], [-6.3862, -15.8399, 10.0906], [-4.8712, -15.9746, 9.1702], [-4.8071, -12.8339, 8.0817], [-3.9152, -14.3866, 8.3345], [-7.6122, -10.7405, 12.4765], [-8.3808, -10.3845, 11.4654], [-8.3191, -11.1919, 10.4406], [-9.0657, -9.3828, 11.4742], [-7.6644, -10.2173, 13.3389], [-7.1124, -11.6150, 12.5509], [-9.0220, -10.8983, 9.7773], [-7.7149, -11.9974, 10.3618], [-5.0742, -15.6468, 12.7087], [-5.4265, -14.6596, 13.4667], [-5.8929, -15.0862, 14.5991], [-5.2672, -13.4732, 13.2028], [-5.1327, -16.6375, 12.8963], [-4.7149, -15.3142, 11.8253], [-5.9907, -14.4100, 15.3430], [-5.9791, -16.0772, 14.7742]], "smiles": "COCCNCCOC.COCCNCCOC.COCCNCCOC.COCCNCCOC.NC(N)=O.NC(N)=O.NC(N)=O.NC(N)=O.NC(N)=O.NC(N)=O.NC(N)=O.NC(N)=O", "relative_energy_kcal_mol": 98.7, "lumo_energy_ev": 0.3654, "homo_lumo_gap_ev": 8.78, "e_homo_ev": -8.4}